No. 1
DFT (ωB97M-V/def2-TZVPD) results for a structure of composition C4H4CaO5 at a distorted geometry.

```
! RIJCOSX wB97M-V def2-TZVPD def2/J DEFGRID3
* xyz 0 1
O 1.4986 2.5573 -0.4984
C 0.6480 1.9577 -1.1777
O 0.4084 2.0547 -2.4020
O -0.0211 0.8971 -0.5866
C 0.5296 -0.4473 -0.6566
H 1.3521 -0.4729 -1.3863
C 1.1017 -0.7996 0.7098
H 1.8645 -0.0674 1.0273
H 0.3196 -0.8425 1.4837
H 1.5541 -1.8024 0.6694
C -2.6373 -0.4977 1.3946
O -2.7122 -1.1598 0.4313
O -2.6148 0.1469 2.3428
Ca -1.2911 -1.5241 -1.3513
*
```

Calculated values
**HOMO level**: -6.707 eV
**Orbital gap**: 4.76 eV
**F_max**: 3.7 eV Å⁻¹
**Energy relative to the best compared isomer or geometry (same formula, charge and spin)**: 201.5 kJ/mol


No. 2
DFT (ωB97M-V/def2-TZVPD) results for a cluster of 2 separate species, C4H4Cl2 in total at a distorted geometry.

```
! RIJCOSX wB97M-V def2-TZVPD def2/J DEFGRID3
* xyz 0 1
C 0.4564 -0.1027 -1.1870
C 0.0309 -0.3156 1.0345
C 0.5388 0.7861 0.1201
C -0.5956 0.0255 -0.2468
Cl 1.2671 2.2892 0.2869
Cl -3.4614 -0.9357 0.3511
H 0.3182 0.1872 -2.1974
H 1.0877 -1.0103 -1.0818
H 0.7005 -1.1550 1.0482
H -0.3425 0.2314 1.8722
*
```

Calculated values
**HOMO level (spin up / spin down)**: -10.161 / -9.198 eV
**Orbital gap (spin up / spin down)**: 8.38 / 5.93 eV
**F_max**: 2.7 eV Å⁻¹
**Energy relative to the best compared isomer or geometry (same formula, charge and spin)**: 542.3 kJ/mol


No. 3
DFT (ωB97M-V/def2-TZVPD) results for a structure of composition C4H4Cl2N2O3RuSTm at a distorted geometry.

```
! RIJCOSX wB97M-V def2-TZVPD def2/J DEFGRID3
* xyz 4 8
Tm 0.4651 2.2641 -1.2476
Ru 0.1028 -0.4289 -0.9369
Cl 0.3437 4.6053 -1.6758
Cl 1.9347 0.0591 -2.3815
C -1.2143 -1.4737 -1.5971
C -1.6647 1.0682 -0.9768
C -0.6738 1.1908 -3.1747
O -2.0485 -2.1008 -2.1340
O -2.8064 0.9690 -0.9072
O -1.1467 0.5534 -3.9994
N 1.3593 -1.5683 1.5871
C 0.6893 -0.5667 2.1272
N 0.5438 -0.4895 3.4675
S -0.0668 0.6414 1.1663
H 1.9170 -2.2148 2.1510
H 1.2168 -1.6680 0.5516
H -0.1026 0.1830 3.9011
H 1.1511 -1.0235 4.0791
*
```

Calculated values
**Expectation value of S²**: 15.778
**HOMO level (spin up / spin down)**: -24.771 / -25.205 eV
**Orbital gap (spin up / spin down)**: 7.02 / 3.78 eV
**F_max**: 12.7 eV Å⁻¹
**Energy relative to the best compared isomer or geometry (same formula, charge and spin)**: 361.1 kJ/mol


No. 4
DFT (ωB97M-V/def2-TZVPD) results for the molecule C4H4Cl2O at a distorted geometry.

```
! RIJCOSX wB97M-V def2-TZVPD def2/J DEFGRID3
* xyz 0 1
C 0.8786 -0.3811 0.7398
C 0.3372 -1.6664 1.2614
C -1.0549 0.1374 -0.5557
C 0.1537 0.6624 -0.0803
O 1.0154 -1.7037 0.1996
Cl 1.2152 1.0948 -1.5353
Cl 0.0765 2.1177 0.9010
H 1.8537 -0.1993 1.2196
H -1.8385 -0.0085 0.2557
H -0.9079 -0.7840 -1.1059
H -1.7289 0.7306 -1.2998
*
```

Calculated values
**HOMO level**: -10.095 eV
**Orbital gap**: 10.39 eV
**F_max**: 6.9 eV Å⁻¹
**Energy relative to the best compared isomer or geometry (same formula, charge and spin)**: 302.5 kJ/mol


No. 5
DFT (ωB97M-V/def2-TZVPD) results for the molecule C4H4Cl2O2 at a distorted geometry.

```
! RIJCOSX wB97M-V def2-TZVPD def2/J DEFGRID3
* xyz 0 1
O -2.0126 -0.5370 -0.1318
C -0.7013 -0.5954 -0.1845
Cl -0.2350 -2.4450 -0.3219
C 0.0681 0.0582 1.0120
C 1.2443 0.8110 0.3368
Cl 2.5552 1.3453 1.3546
C 1.0081 0.7515 -1.0200
O -0.1697 0.0652 -1.3018
H -2.4560 -0.7298 -0.9491
H 0.0691 -0.7287 1.6862
H -0.7348 0.7013 1.3934
H 1.3646 1.3034 -1.8739
*
```

Calculated values
**SMILES string**: O[C@]1(Cl)CC(Cl)=CO1
**HOMO level**: -9.148 eV
**Orbital gap**: 9.80 eV
**F_max**: 3.2 eV Å⁻¹
**Energy relative to the best compared isomer or geometry (same formula, charge and spin)**: 96.2 kJ/mol


No. 6
DFT (ωB97M-V/def2-TZVPD) results for the molecule C4H4Cl2O4S at a distorted geometry.

```
! RIJCOSX wB97M-V def2-TZVPD def2/J DEFGRID3
* xyz 0 1
C -2.0930 0.4277 -0.2737
S -0.3537 0.6772 -0.7147
O -0.0250 2.0569 -0.5168
O -0.0852 0.0917 -1.9859
C 0.6221 -0.2463 0.5686
C 0.6423 -1.6859 0.3065
O 1.4656 -2.3746 -0.1788
Cl -0.9209 -2.4147 0.8214
C 2.2591 0.4354 0.2776
O 3.0118 -0.0114 -0.4973
Cl 2.4495 1.8041 1.2503
H -2.6489 1.1960 -0.7981
H -2.3934 -0.5582 -0.6011
H -2.2069 0.5429 0.7951
H 0.2766 0.0593 1.5469
*
```

Calculated values
**SMILES string**: CS(=O)(=O)C(C(=O)Cl)C(=O)Cl
**HOMO level**: -10.956 eV
**Orbital gap**: 10.84 eV
**F_max**: 3.8 eV Å⁻¹
**Energy relative to the best compared isomer or geometry (same formula, charge and spin)**: 0.0 kJ/mol


No. 7
DFT (ωB97M-V/def2-TZVPD) results for a structure of composition C4H4ClF at a distorted geometry.

```
! RIJCOSX wB97M-V def2-TZVPD def2/J DEFGRID3
* xyz 0 1
C 0.1448 -0.9328 -0.8002
C -0.5939 -0.9529 0.3242
C 0.8907 0.3335 -0.3685
C -0.0636 0.2348 0.8524
F 0.8884 1.4085 -1.1070
Cl -2.0505 1.7885 0.3601
H 0.0556 -1.4649 -1.7271
H -1.3837 -1.6039 0.7430
H 1.9638 0.3584 -0.0392
H 0.1484 0.8309 1.7624
*
```

Calculated values
**HOMO level (spin up / spin down)**: -9.542 / -9.542 eV
**Orbital gap (spin up / spin down)**: 7.79 / 7.79 eV
**F_max**: 3.8 eV Å⁻¹
**Energy relative to the best compared isomer or geometry (same formula, charge and spin)**: 256.0 kJ/mol


No. 8
DFT (ωB97M-V/def2-TZVPD) results for the molecule C4H4ClF3N2O2S at a distorted geometry.

```
! RIJCOSX wB97M-V def2-TZVPD def2/J DEFGRID3
* xyz 0 1
C -0.1242 0.9714 0.1356
C 1.0831 1.1547 0.5832
C -0.6886 -1.4860 0.1531
C -2.3092 0.2564 -0.4507
N -1.0046 -0.0721 0.0070
N 0.5601 -1.8527 0.6974
O 3.3625 -0.1110 0.9262
O 3.2579 2.3475 0.8820
F -0.8646 -2.1249 -0.9929
F -1.7022 -1.9067 1.0347
F 1.3741 -2.2825 -0.2869
S 2.8055 1.1432 0.4141
Cl 2.9397 1.0820 -1.6132
H -0.7435 1.9428 0.0192
H -2.2621 0.6344 -1.3678
H -3.0184 -0.6759 -0.3456
H -2.6655 0.9795 0.2047
*
```

Calculated values
**HOMO level (spin up / spin down)**: -9.718 / -9.466 eV
**Orbital gap (spin up / spin down)**: 8.49 / 7.34 eV
**F_max**: 6.4 eV Å⁻¹


No. 9
DFT (ωB97M-V/def2-TZVPD) results for the molecule C4H4ClFO2 at a distorted geometry.

```
! RIJCOSX wB97M-V def2-TZVPD def2/J DEFGRID3
* xyz 0 1
C 1.7625 -0.4256 0.2547
O 0.7387 0.2043 -0.6947
C -0.5256 0.2218 -0.4080
C -0.9323 1.5512 -0.1284
O -2.1417 1.8475 -0.0405
C -1.1740 -0.9504 -0.1660
F -0.4561 -2.1066 -0.1903
Cl -2.8165 -0.9867 -0.0924
H 2.6459 -1.0054 -0.3782
H 1.8772 0.6073 0.9854
H 1.2224 -1.3337 0.6961
H -0.2004 2.3763 0.1625
*
```

Calculated values
**SMILES string**: CO/C(C=O)=C(\F)Cl
**HOMO level**: -9.076 eV
**Orbital gap**: 8.89 eV
**F_max**: 5.7 eV Å⁻¹
**Energy relative to the best compared isomer or geometry (same formula, charge and spin)**: 346.6 kJ/mol


No. 10
DFT (ωB97M-V/def2-TZVPD) results for the molecule C4H4ClN3.

```
! RIJCOSX wB97M-V def2-TZVPD def2/J DEFGRID3
* xyz 0 1
Cl -3.8264 -0.2134 -0.0014
C -2.1580 -0.6237 0.0040
C -1.2233 0.3198 -0.0004
N 0.1585 0.0236 -0.0026
C 1.1944 0.8932 0.0026
C 2.3016 0.0712 0.0026
N 1.8908 -1.2262 -0.0031
N 0.5984 -1.2535 0.0001
H -1.9347 -1.6832 0.0105
H -1.4248 1.3849 -0.0023
H 1.0549 1.9546 -0.0016
H 3.3684 0.3526 -0.0085
*
```

Calculated values
**SMILES string**: Cl/C=C/n1ccnn1
**HOMO level**: -9.342 eV
**Orbital gap**: 9.87 eV
**F_max**: 1.0 eV Å⁻¹
**Energy relative to the best compared isomer or geometry (same formula, charge and spin)**: 219.8 kJ/mol


No. 11
DFT (ωB97M-V/def2-TZVPD) results for the molecule C4H4ClN3 at a distorted geometry.

```
! RIJCOSX wB97M-V def2-TZVPD def2/J DEFGRID3
* xyz 0 1
C -0.1568 0.0140 0.1344
C 1.0187 -0.5899 -0.3839
C 2.4411 0.1099 -0.2252
C -0.7284 1.1505 1.1589
N -1.1716 -0.9203 -0.0964
N 0.6066 -1.5102 -1.2879
N -0.5418 -1.8674 -0.7780
Cl 2.0558 1.7777 -0.7582
H -1.7578 1.1628 0.8867
H -0.5238 1.1063 2.2372
H -0.2145 2.0241 0.7030
H -1.0276 -2.4574 -1.5907
*
```

Calculated values
**HOMO level**: -9.857 eV
**Orbital gap**: 8.39 eV
**F_max**: 6.3 eV Å⁻¹
**Energy relative to the best compared isomer or geometry (same formula, charge and spin)**: 659.0 kJ/mol


No. 12
DFT (ωB97M-V/def2-TZVPD) results for a structure of composition C4H4CoO at a distorted geometry.

```
! RIJCOSX wB97M-V def2-TZVPD def2/J DEFGRID3
* xyz -1 5
H -0.8510 -2.8191 -0.1363
C -0.4949 -1.8499 0.2076
C 0.6283 -1.4943 0.6764
C 1.6314 -0.5312 0.8157
H 2.5720 -0.7522 0.2957
H 1.7635 -0.1298 1.8285
C 0.6515 1.1266 -0.3319
O -0.3482 1.6667 0.3405
Co -1.1382 0.3354 -0.9656
H 1.4835 1.8461 -0.5456
*
```

Calculated values
**Expectation value of S²**: 6.013
**HOMO level (spin up / spin down)**: -1.383 / -3.366 eV
**Orbital gap (spin up / spin down)**: 5.77 / 7.38 eV
**F_max**: 2.1 eV Å⁻¹


No. 13
DFT (ωB97M-V/def2-TZVPD) results for a structure of composition C4H4CrLiO5 at a distorted geometry.

```
! RIJCOSX wB97M-V def2-TZVPD def2/J DEFGRID3
* xyz 2 6
O 1.2444 0.9843 -0.1104
C 0.7637 1.0549 1.1324
C 0.5009 1.8301 -0.9240
O 0.6907 0.0995 1.8754
O 0.0596 2.1541 1.2846
C -0.1503 2.8009 0.0108
Li 0.3170 -1.7301 1.8012
H -0.4651 -1.6217 -1.2744
H 0.5399 1.7226 -2.0029
H 0.3106 3.7972 0.0364
C -0.5976 -2.6959 -0.8067
O -0.3505 -2.8728 0.4365
O -0.8295 -3.6957 -1.5140
Cr -0.8006 -4.7382 0.2040
H -1.2334 2.9108 -0.1488
*
```

Calculated values
**Expectation value of S²**: 8.772
**HOMO level (spin up / spin down)**: -14.344 / -18.134 eV
**Orbital gap (spin up / spin down)**: 3.73 / 8.23 eV
**F_max**: 4.1 eV Å⁻¹
**Energy relative to the best compared isomer or geometry (same formula, charge and spin)**: 65.6 kJ/mol


No. 14
DFT (ωB97M-V/def2-TZVPD) results for a structure of composition C4H4CuLi2O5 at a distorted geometry.

```
! RIJCOSX wB97M-V def2-TZVPD def2/J DEFGRID3
* xyz 1 1
O 3.7799 -0.4680 -0.3249
C 2.8454 0.3100 -0.0166
O 2.9262 1.5586 -0.1038
Cu 5.3743 1.3590 -0.8441
O 1.6768 -0.1886 0.4267
C 0.4797 0.3942 -0.0639
C -0.6259 -0.6154 0.1664
H 0.5746 0.6178 -1.1356
H 0.2618 1.3310 0.4669
H -0.4783 -1.5101 -0.4524
H -0.6884 -0.9143 1.2207
O -1.8454 0.0351 -0.2080
C -3.0604 -0.4186 0.2205
O -3.0723 -1.4254 0.9340
Li -4.9468 -1.1966 0.9210
Li -3.2012 1.1313 -1.2069
*
```

Calculated values
**HOMO level**: -11.220 eV
**Orbital gap**: 7.26 eV
**F_max**: 2.3 eV Å⁻¹
**Energy relative to the best compared isomer or geometry (same formula, charge and spin)**: 0.0 kJ/mol


No. 15
DFT (ωB97M-V/def2-TZVPD) results for a cluster of 2 separate species, C4H4F2NO in total at a distorted geometry.

```
! RIJCOSX wB97M-V def2-TZVPD def2/J DEFGRID3
* xyz 1 1
C -0.4339 3.9730 -1.2577
C -0.8796 3.9000 -2.4003
C 0.9847 0.3022 -0.4183
C -0.3398 -0.2882 -0.1592
N 1.1805 1.4435 -0.7824
O 1.3868 2.5296 -1.1500
F -0.0652 4.4949 -0.1372
F -1.1621 3.1848 -3.4386
H 1.7157 -0.3759 -0.0022
H -1.1404 0.4365 -0.1993
H -0.3457 -0.7508 0.7878
H -0.6014 -0.8951 -0.9340
*
```

Calculated values
**HOMO level (spin up / spin down)**: -14.366 / -14.367 eV
**Orbital gap (spin up / spin down)**: 6.72 / 6.72 eV
**F_max**: 3.4 eV Å⁻¹
**Energy relative to the best compared isomer or geometry (same formula, charge and spin)**: 277.3 kJ/mol


No. 16
DFT (ωB97M-V/def2-TZVPD) results for the molecule C4H4F3I at a distorted geometry.

```
! RIJCOSX wB97M-V def2-TZVPD def2/J DEFGRID3
* xyz 0 1
F -0.4653 -2.2287 -1.7355
C -1.0762 -1.2682 -1.0938
F -2.1262 -1.0425 -1.8228
C -0.1902 -0.0995 -0.6797
C -0.2653 -0.2035 0.7926
C -1.4263 -1.5144 0.4211
F -0.9789 -2.7429 0.7595
I -3.4975 -1.1740 0.9366
H -0.7170 0.6763 -1.0798
H 0.7235 0.0029 -1.2373
H 0.5892 -0.7059 1.3759
H -0.7310 0.5134 1.3346
*
```

Calculated values
**SMILES string**: FC1(F)CC[C@@]1(F)I
**HOMO level**: -9.749 eV
**Orbital gap**: 10.02 eV
**F_max**: 6.1 eV Å⁻¹
**Energy relative to the best compared isomer or geometry (same formula, charge and spin)**: 118.4 kJ/mol


No. 17
DFT (ωB97M-V/def2-TZVPD) results for the ion C4H4F3O2S with charge -1 at a distorted geometry.

```
! RIJCOSX wB97M-V def2-TZVPD def2/J DEFGRID3
* xyz -1 1
O -0.7800 -0.9950 0.8662
C -0.6034 0.1552 0.0418
C 0.8993 0.4491 0.2666
F 1.1105 0.7803 1.6100
F 1.1738 1.5955 -0.4514
C 1.7811 -0.6593 -0.1877
F 3.1423 -0.2662 -0.1491
O -0.9306 0.0078 -1.2726
C -1.8520 0.7531 -0.4473
S -3.3264 0.1290 0.3064
H -1.8339 -1.2036 0.7858
H 1.4113 -1.0092 -1.0995
H 1.5868 -1.4718 0.4177
H -1.7789 1.7350 -0.6869
*
```

Calculated values
**SMILES string**: O[C@@]1(C(F)(F)CF)O[C@H]1[S-]
**HOMO level**: -3.736 eV
**Orbital gap**: 7.39 eV
**F_max**: 4.0 eV Å⁻¹
**Energy relative to the best compared isomer or geometry (same formula, charge and spin)**: 6.7 kJ/mol


No. 18
DFT (ωB97M-V/def2-TZVPD) results for a cluster of 2 separate species, C4H4FN3O2 in total at a distorted geometry.

```
! RIJCOSX wB97M-V def2-TZVPD def2/J DEFGRID3
* xyz 0 1
C -0.7639 0.9610 0.1018
C -0.3938 -0.2472 0.8970
F -1.3343 -1.1617 0.9099
N 0.7064 -0.6108 1.3879
N 1.7660 0.1746 1.2322
C 2.9044 0.3752 1.5496
O 4.0167 0.7335 1.5414
H -1.2609 0.7912 -0.8517
H -0.0237 1.7459 0.0490
H -1.6886 1.4989 0.4706
N 1.6697 -2.8501 -0.6569
C 1.0685 -2.0072 -1.2592
O 0.8042 -1.1734 -2.0033
H 1.1844 -3.7155 -0.4484
*
```

Calculated values
**SMILES string**: C/C(F)=N\N=C=O.N=C=O
**HOMO level**: -9.767 eV
**Orbital gap**: 10.26 eV
**F_max**: 2.6 eV Å⁻¹
**Energy relative to the best compared isomer or geometry (same formula, charge and spin)**: 165.4 kJ/mol


No. 19
DFT (ωB97M-V/def2-TZVPD) results for the molecule C4H4FNO2 at a distorted geometry.

```
! RIJCOSX wB97M-V def2-TZVPD def2/J DEFGRID3
* xyz 0 1
N 0.5634 -1.9493 -1.8201
C 0.3081 -0.8785 -1.2338
C 0.3438 0.0797 -0.2719
F 1.7408 0.2940 -0.0033
C -0.1935 -0.5426 1.1303
O -1.1276 -1.2794 1.0281
C -0.5509 1.3072 -0.3483
O -0.8914 2.0471 0.9551
H 0.4029 -0.2397 2.0081
H -0.0293 2.0862 -0.9622
H -1.4107 0.7726 -0.5423
H -1.8674 2.4433 0.7427
*
```

Calculated values
**SMILES string**: N#C[C@](F)(C=O)CO
**HOMO level**: -10.428 eV
**Orbital gap**: 10.64 eV
**F_max**: 12.9 eV Å⁻¹
**Energy relative to the best compared isomer or geometry (same formula, charge and spin)**: 276.8 kJ/mol